# 1
Here is C19H17ClDyOP as an isolated structure in a non-equilibrium geometry from the Open Molecules 2025 dataset. Energies are from wB97M-V/def2-TZVPD.

ORCA input file:
```
! wB97M-V def2-TZVPD RIJCOSX def2/J DEFGRID3
* xyz 2 6
Dy -0.52 0.50 2.89
Cl -0.88 1.45 5.06
P 0.02 0.27 0.24
C 1.76 0.03 -0.18
C 2.12 0.68 -1.38
C 3.46 0.65 -1.81
C 4.46 0.17 -0.93
C 4.10 -0.31 0.35
C 2.75 -0.43 0.74
C -0.71 -1.43 0.70
C -1.81 -1.60 1.64
C -2.17 -2.96 1.90
C -1.42 -4.05 1.45
C -0.26 -3.83 0.71
C 0.08 -2.52 0.32
C -1.14 1.06 -0.91
C -1.92 2.17 -0.48
C -3.07 2.46 -1.25
C -3.33 1.79 -2.47
C -2.51 0.71 -2.87
C -1.46 0.30 -2.05
H -2.52 -0.74 1.86
H -3.13 -3.19 2.37
H -1.79 -5.07 1.55
H 0.33 -4.67 0.35
H 0.99 -2.29 -0.25
H 1.29 1.17 -1.92
H 3.69 0.90 -2.86
H 5.50 0.04 -1.30
H 4.91 -0.69 0.99
H 2.46 -0.84 1.73
H -1.59 2.75 0.40
H -3.77 3.24 -0.96
H -4.16 2.13 -3.13
H -2.65 0.23 -3.85
H -0.84 -0.59 -2.23
H 1.28 2.45 0.25
H 0.54 2.70 0.13
O 1.23 4.17 2.44
C 0.68 3.20 2.75
*
```

The HOMO energy (spin up / spin down) is -15.2 / -15.3 eV. The lowest unoccupied orbital energy (spin up / spin down) comes out at -8.23 / -8.97 eV.


# 2
Here is C19H17ClN2O11P2SSn as an isolated structure in a non-equilibrium geometry from the Open Molecules 2025 dataset. Energies are from wB97M-V/def2-TZVPD.

ORCA input file:
```
! wB97M-V def2-TZVPD RIJCOSX def2/J DEFGRID3
* xyz -2 1
Sn 1.42 -0.26 0.09
C -6.04 0.03 0.38
C -4.84 0.86 0.65
C -3.65 0.26 1.07
C -2.48 1.00 1.19
C -2.48 2.34 0.89
C -3.71 2.99 0.62
C -4.84 2.24 0.46
S -0.95 3.26 1.22
O -0.59 3.01 2.57
O -1.29 4.64 0.90
N 0.15 2.61 0.32
C -0.19 2.53 -1.04
C -0.77 3.53 -1.85
C -1.24 3.26 -3.11
C -1.13 1.97 -3.61
C -0.40 1.05 -2.84
N 0.04 1.34 -1.60
H -6.45 0.23 -0.63
H -6.81 0.25 1.15
H -5.87 -0.97 0.36
H -3.54 -0.85 1.17
H -1.55 0.60 1.45
H -3.67 4.05 0.44
H -5.77 2.69 0.10
H -0.91 4.48 -1.40
H -1.77 4.00 -3.68
H -1.53 1.70 -4.58
H -0.18 0.04 -3.22
Cl 4.49 -2.63 5.81
C 3.87 -2.42 4.18
C 4.82 -2.57 3.17
C 4.40 -2.67 1.86
C 3.02 -2.53 1.50
O 2.68 -2.43 0.29
C 2.09 -2.48 2.58
C 0.65 -2.61 2.39
O -0.03 -2.89 1.42
C 2.54 -2.40 3.92
H 5.90 -2.62 3.39
H 5.10 -2.78 1.00
H 0.09 -2.41 3.41
H 1.74 -2.37 4.69
O 4.47 -1.80 -1.92
P 3.78 -0.39 -2.32
O 4.67 0.38 -3.18
O 3.20 0.18 -1.00
O 2.46 -0.85 -3.20
P 1.28 -1.93 -2.82
O 2.05 -3.33 -2.59
O 0.37 -2.04 -4.00
O 0.73 -1.50 -1.48
H 3.91 -2.29 -1.31
H 2.77 -3.50 -3.26
*
```

The HOMO energy is -3.2 eV. The lowest unoccupied orbital energy comes out at 4.14 eV.


# 3
Here is one molecule with the formula C19H17ClN2O7 in a non-equilibrium geometry from the Open Molecules 2025 dataset. Energies are from wB97M-V/def2-TZVPD.

ORCA input file:
```
! wB97M-V def2-TZVPD RIJCOSX def2/J DEFGRID3
* xyz 0 1
C 1.97 2.90 -6.17
C 0.77 2.60 -5.30
O 0.75 1.13 -5.50
C -0.07 0.46 -4.64
O -0.72 1.00 -3.70
C 0.14 -1.07 -4.68
N 0.00 -1.77 -3.39
C -1.12 -2.33 -2.90
O -2.01 -2.82 -3.49
C -0.95 -2.69 -1.37
N 0.49 -2.40 -1.29
C 1.26 -2.62 -0.05
C 1.04 -1.58 0.96
C 1.64 -0.44 0.87
C 1.07 0.34 1.97
C 0.13 -0.43 2.62
C -0.81 0.10 3.67
C -0.27 0.90 4.65
C -1.06 1.35 5.76
C -0.54 2.07 6.96
O 0.64 2.11 7.05
O -1.33 2.75 7.75
C -2.32 0.80 5.94
C -2.92 0.02 4.94
C -2.10 -0.34 3.85
Cl -2.95 -1.28 2.80
O 0.18 -1.66 2.01
C 0.99 -1.86 -2.47
O 2.15 -1.51 -2.69
H 1.72 2.52 -7.10
H 2.03 4.06 -6.26
H 2.88 2.44 -5.77
H -0.15 3.12 -5.70
H 1.05 2.85 -4.21
H 1.08 -1.29 -5.14
H -0.66 -1.39 -5.38
H -1.60 -2.10 -0.68
H -1.09 -3.73 -1.30
H 1.19 -3.64 0.28
H 2.27 -2.55 -0.33
H 2.45 -0.14 0.24
H 1.35 1.41 2.26
H 0.76 1.13 4.63
H -0.61 2.83 8.32
H -2.79 0.99 6.87
H -3.91 -0.26 5.12
*
```

The HOMO energy is -8.7 eV. The lowest unoccupied orbital energy comes out at 0.12 eV.


# 4
Here is C19H17GeNiO9P2S as an isolated structure from the Open Molecules 2025 dataset. Energies are from wB97M-V/def2-TZVPD.

ORCA input file:
```
! wB97M-V def2-TZVPD RIJCOSX def2/J DEFGRID3
* xyz -1 3
Ni 0.73 2.23 -0.50
O 4.90 1.81 -0.75
P 3.49 1.49 -0.06
O 3.54 0.25 0.75
O 2.47 1.62 -1.17
O 3.30 2.75 0.93
P 2.33 4.05 0.96
O 1.20 3.60 2.06
O 3.06 5.23 1.42
O 1.54 4.02 -0.34
H 5.60 1.45 -0.19
H 1.44 3.93 2.93
O -3.03 1.21 -1.46
C -2.02 1.26 -0.78
O -0.84 1.45 -1.26
C -2.17 1.05 0.74
C -3.48 1.08 1.21
C -3.78 0.91 2.55
C -2.75 0.70 3.46
C -1.44 0.64 3.00
C -1.14 0.81 1.66
S 0.61 0.67 1.27
H -4.26 1.25 0.48
H -4.81 0.95 2.89
H -2.96 0.56 4.51
H -0.63 0.46 3.70
Ge 0.73 -1.36 0.24
C 1.62 -1.33 -1.50
C 2.82 -2.02 -1.60
C 3.50 -2.09 -2.81
C 2.97 -1.46 -3.94
C 1.77 -0.77 -3.84
C 1.09 -0.70 -2.63
C -1.12 -2.00 0.21
C -1.72 -2.43 1.39
C -3.06 -2.79 1.42
C -3.82 -2.71 0.25
C -3.24 -2.29 -0.93
C -1.89 -1.94 -0.95
H 1.56 -2.22 1.19
H 3.26 -2.48 -0.73
H 4.44 -2.61 -2.88
H 3.49 -1.50 -4.88
H 1.36 -0.26 -4.70
H 0.18 -0.12 -2.56
H -1.14 -2.48 2.30
H -3.52 -3.11 2.34
H -4.87 -2.97 0.28
H -3.83 -2.20 -1.83
H -1.46 -1.58 -1.88
*
```

The HOMO energy (spin up / spin down) is -6.6 / -6.7 eV. The lowest unoccupied orbital energy (spin up / spin down) comes out at 2.59 / 2.58 eV.


# 5
Here is C19H17IrN3O as an isolated structure in a non-equilibrium geometry from the Open Molecules 2025 dataset. Energies are from wB97M-V/def2-TZVPD.

ORCA input file:
```
! wB97M-V def2-TZVPD RIJCOSX def2/J DEFGRID3
* xyz 2 2
Ir -1.07 1.40 -0.33
C 0.15 1.72 2.34
C 1.31 1.06 2.05
C 1.73 1.47 0.78
C 0.80 2.45 0.24
C -0.21 2.62 1.22
H -0.43 1.61 3.26
H 1.82 0.35 2.69
H 2.63 1.13 0.27
H 1.03 3.13 -0.57
H -0.82 3.51 1.34
C -0.76 -2.49 1.56
C -1.17 -1.15 1.05
N -0.56 -0.56 0.09
N 0.39 -1.09 -0.66
C 0.71 -0.32 -1.66
O -0.02 0.74 -1.90
C 1.83 -0.65 -2.53
C 2.20 0.25 -3.53
C 3.32 0.00 -4.29
C 4.07 -1.15 -4.07
C 3.69 -2.06 -3.09
C 2.57 -1.82 -2.32
C -2.34 -0.44 1.54
C -3.13 -0.85 2.58
C -4.27 -0.12 2.91
C -4.59 1.00 2.16
C -3.74 1.38 1.13
N -2.63 0.67 0.83
H 0.10 -2.86 1.00
H -1.58 -3.20 1.46
H -0.49 -2.43 2.62
H 1.60 1.14 -3.70
H 3.62 0.70 -5.06
H 4.95 -1.34 -4.66
H 4.26 -2.96 -2.94
H 2.25 -2.53 -1.57
H -2.86 -1.74 3.14
H -4.90 -0.43 3.73
H -5.47 1.59 2.36
H -3.95 2.24 0.52
*
```

The HOMO energy (spin up / spin down) is -14.7 / -14.6 eV. The lowest unoccupied orbital energy (spin up / spin down) comes out at -9.48 / -9.40 eV.


# 6
Here is one molecule with the formula C19H17N5OS in a non-equilibrium geometry from the Open Molecules 2025 dataset. Energies are from wB97M-V/def2-TZVPD.

ORCA input file:
```
! wB97M-V def2-TZVPD RIJCOSX def2/J DEFGRID3
* xyz 0 1
N 3.88 -1.03 -2.23
C 4.58 -1.28 -1.26
C 5.48 -1.33 -0.09
S 4.78 -0.07 1.13
C 3.28 -0.99 1.58
N 3.30 -2.24 1.95
N 2.08 -2.73 2.15
C 1.22 -1.77 1.74
N -0.10 -1.67 1.75
C -0.73 -0.65 1.10
C -0.09 0.51 0.67
C 1.36 0.51 0.91
O 1.97 1.47 0.47
N 1.96 -0.66 1.42
C -0.92 1.40 -0.36
C -0.71 0.67 -1.70
C 0.40 1.49 -2.35
C 0.53 2.94 -1.64
C -0.40 2.89 -0.47
C -2.34 1.54 0.31
C -2.95 0.18 0.43
C -4.27 0.05 0.13
C -4.84 -1.22 0.18
C -4.11 -2.30 0.65
C -2.70 -2.14 0.82
C -2.15 -0.91 0.77
H 6.48 -0.92 -0.50
H 5.70 -2.33 0.22
H 1.83 -3.47 2.80
H -1.68 0.77 -2.29
H -0.36 -0.36 -1.55
H 0.45 1.47 -3.53
H 1.38 0.96 -2.13
H 0.21 3.61 -2.43
H 1.54 3.23 -1.40
H -1.20 3.58 -0.67
H 0.08 3.26 0.54
H -2.93 2.22 -0.37
H -2.32 2.02 1.25
H -4.83 0.89 -0.15
H -5.91 -1.36 0.07
H -4.69 -3.19 0.92
H -2.24 -3.04 1.14
*
```

The HOMO energy is -8.0 eV. The lowest unoccupied orbital energy comes out at -0.01 eV.


# 7
Here is C19H17N9O4PtS as an isolated structure in a non-equilibrium geometry from the Open Molecules 2025 dataset. Energies are from wB97M-V/def2-TZVPD.

ORCA input file:
```
! wB97M-V def2-TZVPD RIJCOSX def2/J DEFGRID3
* xyz 0 5
Pt -0.69 0.40 -0.63
N -1.06 2.92 1.71
C -0.97 1.65 2.18
N -1.33 1.25 3.40
N -1.07 -0.03 3.43
N -0.57 -0.44 2.32
N -0.48 0.58 1.50
C -0.61 3.30 0.49
N -0.57 4.56 0.05
N -0.04 4.48 -1.14
N 0.24 3.27 -1.46
N -0.08 2.48 -0.45
H -1.51 3.61 2.29
O 7.14 2.06 -0.80
C 6.33 1.33 -0.03
O 6.65 1.02 1.09
C 5.01 0.93 -0.61
C 4.77 0.88 -1.99
C 3.54 0.49 -2.46
C 2.51 0.18 -1.57
S 0.98 -0.33 -2.21
C 2.74 0.23 -0.19
C 3.99 0.57 0.27
H 6.75 2.30 -1.65
H 5.55 1.11 -2.71
H 3.35 0.43 -3.52
H 1.94 -0.01 0.49
H 4.21 0.58 1.33
C -0.58 -4.27 0.48
C -1.43 -3.06 0.28
C -1.42 -2.39 -0.94
C -2.23 -1.26 -1.16
C -2.49 -0.79 -2.57
C -3.04 -0.83 -0.08
C -3.11 -1.51 1.13
C -3.99 -1.06 2.26
C -2.30 -2.64 1.28
C -3.73 0.57 -0.22
O -4.93 0.61 -0.12
O -2.86 1.45 -0.42
H 0.18 -4.36 -0.28
H -1.20 -5.17 0.45
H -0.10 -4.24 1.46
H -0.81 -2.76 -1.76
H -1.66 -1.03 -3.24
H -2.71 0.28 -2.62
H -3.38 -1.31 -2.93
H -3.49 -0.27 2.82
H -4.17 -1.88 2.95
H -4.93 -0.67 1.89
H -2.34 -3.18 2.21
*
```

The HOMO energy (spin up / spin down) is -8.3 / -8.8 eV. The lowest unoccupied orbital energy (spin up / spin down) comes out at -0.71 / -3.99 eV.


# 8
Here is one molecule with the formula C19H17NO3 in a non-equilibrium geometry from the Open Molecules 2025 dataset. Energies are from wB97M-V/def2-TZVPD.

ORCA input file:
```
! wB97M-V def2-TZVPD RIJCOSX def2/J DEFGRID3
* xyz 0 1
C -7.06 -0.66 0.34
O -5.88 -1.10 0.97
C -4.70 -0.51 0.61
C -3.56 -1.03 1.26
C -2.30 -0.55 1.01
C -2.16 0.48 0.08
C -1.06 1.23 -0.46
C 0.38 1.05 -0.12
C 0.92 -0.20 -0.80
O 0.23 -0.92 -1.50
N 2.23 -0.52 -0.61
C 2.71 -1.73 -1.30
C 4.21 -1.82 -1.02
C 4.46 -0.65 -0.12
C 5.65 -0.28 0.45
C 5.68 0.85 1.26
C 4.52 1.57 1.48
C 3.32 1.20 0.90
C 3.28 0.08 0.09
C -1.61 2.09 -1.35
O -2.96 1.97 -1.43
C -3.30 0.98 -0.57
C -4.58 0.51 -0.32
H -7.86 -1.27 0.76
H -7.02 -0.82 -0.75
H -7.26 0.39 0.54
H -3.72 -1.82 1.97
H -1.44 -0.96 1.51
H 0.95 1.91 -0.47
H 0.49 0.94 0.96
H 2.15 -2.59 -0.92
H 2.47 -1.63 -2.36
H 4.80 -1.75 -1.94
H 4.47 -2.76 -0.53
H 6.55 -0.85 0.28
H 6.61 1.16 1.72
H 4.55 2.45 2.11
H 2.45 1.80 1.11
H -1.16 2.83 -1.98
H -5.43 0.93 -0.84
*
```

The HOMO energy is -7.8 eV. The lowest unoccupied orbital energy comes out at 0.74 eV.


# 9
Here is C19H18As3F18HgN3O7 as an isolated structure in a non-equilibrium geometry from the Open Molecules 2025 dataset. Energies are from wB97M-V/def2-TZVPD.

ORCA input file:
```
! wB97M-V def2-TZVPD RIJCOSX def2/J DEFGRID3
* xyz -2 1
Hg 0.85 0.92 -0.07
As 2.86 -2.17 -1.44
F 3.68 -2.43 0.11
F 4.06 -0.95 -1.78
F 2.06 -1.99 -3.01
F 1.73 -3.37 -0.85
F 1.90 -0.88 -0.50
F 3.96 -3.38 -2.09
As 0.88 -1.93 2.82
F 1.15 -3.14 4.11
F 0.86 -3.24 1.65
F 0.62 -0.65 1.58
F 0.87 -0.63 4.04
F 2.68 -1.79 2.75
F -0.92 -2.02 3.01
As 4.31 1.39 1.91
F 4.55 -0.37 2.20
F 6.06 1.81 2.34
F 4.13 3.18 1.58
F 2.65 0.97 1.21
F 3.86 1.57 3.64
F 4.95 1.16 0.28
C 2.18 3.51 -1.59
O 2.26 2.09 -1.55
H 1.14 3.70 -1.33
H 2.67 4.12 -0.84
H 2.47 3.98 -2.53
C -2.29 -1.56 -6.38
C -2.81 -0.23 -6.25
C -2.43 0.58 -5.18
C -1.42 0.14 -4.31
C -0.95 -1.14 -4.48
C -1.30 -1.98 -5.50
N -1.02 0.99 -3.22
O -0.17 0.54 -2.36
O -1.40 2.15 -3.14
H -2.70 -2.19 -7.16
H -3.50 0.15 -6.99
H -3.02 1.45 -4.94
H -0.17 -1.38 -3.78
H -0.87 -2.97 -5.59
C -2.51 -4.43 -2.47
C -3.58 -3.58 -2.42
C -3.55 -2.31 -1.80
C -2.46 -2.02 -1.01
C -1.38 -2.87 -0.92
C -1.41 -4.05 -1.69
N -2.46 -0.78 -0.19
O -1.48 -0.07 -0.19
O -3.43 -0.49 0.49
H -2.50 -5.37 -3.00
H -4.46 -3.93 -2.93
H -4.46 -1.75 -1.88
H -0.42 -2.61 -0.49
H -0.56 -4.68 -1.48
C -1.92 3.50 6.60
C -2.25 2.51 5.73
C -1.27 2.28 4.77
C -0.17 3.09 4.64
C 0.14 3.98 5.60
C -0.76 4.31 6.57
N 0.83 2.90 3.50
O 1.95 3.37 3.59
O 0.49 2.16 2.63
H -2.59 3.82 7.39
H -3.08 1.82 5.72
H -1.51 1.56 4.00
H 1.06 4.55 5.54
H -0.69 5.09 7.31
*
```

The HOMO energy is -3.2 eV. The lowest unoccupied orbital energy comes out at 2.47 eV.


# 10
Here is C19H18BCaFN9O2 as an isolated structure from the Open Molecules 2025 dataset. Energies are from wB97M-V/def2-TZVPD.

ORCA input file:
```
! wB97M-V def2-TZVPD RIJCOSX def2/J DEFGRID3
* xyz 0 2
Ca 0.72 -1.14 0.60
C -2.05 -3.05 -2.38
C -1.53 -3.14 -1.09
N -1.19 -1.94 -0.64
N -1.48 -1.05 -1.64
C -2.00 -1.71 -2.69
B -1.29 0.49 -1.38
N -1.71 0.80 0.09
C -2.96 1.12 0.49
C -3.00 1.16 1.86
C -1.70 0.81 2.25
N -0.93 0.58 1.19
N 0.21 0.95 -1.67
C 0.54 1.81 -2.66
C 1.89 2.06 -2.60
C 2.33 1.30 -1.52
N 1.33 0.64 -0.96
N -2.16 1.37 -2.26
C -2.46 2.67 -2.05
C -3.01 3.18 -3.19
C -2.98 2.10 -4.09
N -2.48 1.02 -3.53
H -2.42 -3.85 -3.01
H -1.36 -4.00 -0.47
H -2.30 -1.17 -3.56
H -3.73 1.31 -0.23
H -3.84 1.40 2.49
H -1.29 0.70 3.24
H -0.21 2.17 -3.34
H 2.47 2.69 -3.24
H 3.32 1.19 -1.12
H -2.24 3.14 -1.10
H -3.36 4.18 -3.35
H -3.31 2.06 -5.12
F 1.05 -0.11 5.67
C 1.82 -0.36 4.60
C 1.82 0.55 3.55
C 2.62 0.28 2.45
C 3.39 -0.91 2.37
C 4.10 -1.20 1.19
C 3.35 -1.80 3.47
C 2.58 -1.52 4.58
H 1.23 1.44 3.61
H 2.64 0.99 1.63
H 4.56 -2.15 0.98
H 4.12 -0.44 0.42
H 3.91 -2.72 3.43
H 2.54 -2.20 5.42
O 1.84 -3.11 0.09
N 1.57 -3.68 1.17
O 1.08 -2.91 2.03
*
```

The HOMO energy (spin up / spin down) is -7.7 / -9.2 eV. The lowest unoccupied orbital energy (spin up / spin down) comes out at 0.67 / -0.88 eV.


Number 1: total energy -2495.40286 hartree. Number 2: total energy -3427.22254 hartree. Number 3: total energy -1830.56606 hartree. Number 4: total energy -6077.98792 hartree. Number 5: total energy -1077.35224 hartree. Number 6: total energy -1481.34481 hartree. Number 7: total energy -2045.33097 hartree. Number 8: total energy -1014.70281 hartree. Number 9: total energy -10084.09714 hartree. Number 10: total energy -2180.55164 hartree.